Molecular formula: H31O15
Method: DFT, ωB97M-V/def2-TZVPD

Cartesian coordinates (Å):
O (-2.214, 2.551, 2.741)
H (-1.455, -3.259, -0.206)
H (-2.013, 3.405, 2.924)
O (3.092, 2.486, 1.201)
H (2.737, 3.249, 0.925)
H (3.098, 2.552, 2.161)
O (-2.157, -2.592, -0.623)
H (3.670, 0.723, 0.871)
H (-2.692, -2.285, 0.186)
O (0.259, -2.242, 0.780)
H (-0.508, -0.391, -0.441)
H (0.403, -2.254, 1.627)
O (1.307, 1.031, -0.796)
H (1.685, 0.700, 0.069)
H (1.405, 1.974, -1.115)
O (3.647, -0.131, 0.410)
H (-1.806, 0.868, -1.808)
H (-1.383, -1.913, -1.083)
O (-2.753, 0.494, -1.684)
H (-1.100, 2.268, 0.479)
H (0.275, -1.394, -1.545)
O (-0.469, 2.470, -3.257)
H (2.414, -2.999, -2.057)
H (-0.620, 2.288, -4.191)
O (-0.515, -0.868, -1.434)
H (4.633, -0.487, 0.660)
H (0.689, 0.007, -4.021)
O (0.795, 1.552, 2.872)
H (-3.795, 0.036, 0.227)
O (-1.488, -1.811, 3.582)
H (-1.254, -2.247, 4.303)
H (-2.410, -1.526, 3.471)
O (-0.575, 1.623, 0.089)
H (0.390, 2.788, -3.196)
H (0.260, 1.334, 0.475)
O (1.099, -0.802, -4.415)
H (-3.003, -0.301, -2.039)
H (0.840, -1.597, -4.156)
O (-2.927, -0.470, 0.550)
H (-1.598, 2.042, 3.206)
H (-2.525, 0.014, -0.159)
O (2.192, -3.361, -1.272)
H (2.615, -4.203, -1.056)
H (1.187, -1.993, 0.342)
H (0.761, 0.832, 3.442)
H (-0.195, 1.841, 2.958)

Calculated values
* molecular weight: 271.2 g mol⁻¹
* E_LUMO: -0.0998 Eh
* F_max: 9.11 eV/Å
* gap between HOMO and LUMO: 0.385 Ha
* energy relative to the best compared isomer or geometry (same formula, charge and spin): 691.3 kJ/mol
* charge: +1
* E_HOMO: -13.18 eV

Results of the natural (NBO) charge analysis, in e, for atoms 1 through 8: atom 1 (O): -0.89, atom 2 (H): 0.55, atom 3 (H): 0.47, atom 4 (O): -0.95, atom 5 (H): 0.47, atom 6 (H): 0.49, atom 7 (O): -0.87, atom 8 (H): 0.49



Molecular formula: H32O16
Method: DFT, ωB97M-V/def2-TZVPD

Cartesian coordinates (Å):
O (-2.315, 1.354, 1.893)
H (-2.031, 1.378, 2.778)
H (-2.053, 0.529, 1.560)
O (1.412, 1.904, 1.277)
H (1.942, 1.492, 2.001)
H (2.071, 2.345, 0.723)
O (2.937, -3.133, -0.870)
H (2.392, -2.522, -0.355)
H (2.674, -3.948, -0.455)
O (-2.135, -1.428, 1.024)
H (-2.320, -1.765, 1.929)
H (-2.903, -1.522, 0.508)
O (-0.190, 0.389, -0.201)
H (0.331, 1.002, 0.353)
H (0.380, -0.390, -0.177)
O (0.118, 1.997, -2.435)
H (-0.757, 2.303, -2.697)
H (-0.021, 1.246, -1.845)
O (-0.300, 3.771, 2.621)
H (-0.111, 3.483, 1.713)
H (0.415, 3.447, 3.193)
O (0.047, -0.946, 2.501)
H (0.135, -1.655, 3.139)
H (-0.621, -1.198, 1.841)
O (-2.587, 1.499, -0.802)
H (-3.198, 0.827, -0.441)
H (-1.794, 1.426, -0.243)
O (-0.127, -2.214, -1.344)
H (-0.806, -1.577, -1.529)
H (-0.462, -3.085, -1.555)
O (2.809, 0.597, -1.316)
H (2.319, 0.595, -0.475)
H (3.649, 0.953, -1.154)
O (1.511, -1.067, -3.124)
H (1.026, -1.410, -2.365)
H (1.988, -0.381, -2.720)
O (-0.131, -3.710, 1.098)
H (-0.950, -3.910, 1.447)
H (-0.320, -2.864, 0.662)
O (-0.352, 3.650, -0.306)
H (-1.077, 4.123, -0.778)
H (0.031, 3.115, -1.045)
O (-1.927, -0.559, -2.514)
H (-2.150, 0.263, -2.090)
H (-2.539, -1.172, -2.142)
O (1.800, -1.231, 0.622)
H (2.750, -1.079, 0.642)
H (1.440, -0.936, 1.438)

Calculated values
* molecular weight: 288.2 g mol⁻¹
* E_LUMO: -0.0290 Eh
* F_max: 3.19 eV/Å
* gap between HOMO and LUMO: 0.315 Ha
* energy relative to the best compared isomer or geometry (same formula, charge and spin): 545.0 kJ/mol
* E_HOMO: -9.36 eV

Results of the natural (NBO) charge analysis, in e, for atoms 1 through 8: atom 1 (O): -0.94, atom 2 (H): 0.47, atom 3 (H): 0.46, atom 4 (O): -0.94, atom 5 (H): 0.49, atom 6 (H): 0.49, atom 7 (O): -0.95, atom 8 (H): 0.47



Molecular formula: H32O16
Method: DFT, ωB97M-V/def2-TZVPD

Cartesian coordinates (Å):
O (-2.576, 3.231, -1.386)
H (-2.575, 2.360, -1.007)
H (-3.030, 3.816, -0.767)
O (2.591, 0.921, -1.971)
H (1.785, 0.673, -2.381)
H (3.104, 1.196, -2.735)
O (2.949, -0.465, 0.197)
H (2.511, -0.218, -0.622)
H (3.278, 0.308, 0.614)
O (-0.833, -2.659, 3.079)
H (-0.001, -3.096, 2.884)
H (-0.699, -1.833, 2.645)
O (1.110, 2.969, -1.280)
H (0.383, 2.560, -0.856)
H (1.705, 2.199, -1.384)
O (-1.032, 3.002, 1.014)
H (-1.739, 2.412, 0.868)
H (-1.123, 3.747, 0.394)
O (1.436, 1.792, 1.574)
H (1.925, 1.864, 2.421)
H (0.851, 1.100, 1.869)
O (-3.047, -1.065, -2.105)
H (-3.637, -1.234, -2.805)
H (-2.162, -1.263, -2.432)
O (-0.169, -0.186, -0.365)
H (-1.025, 0.069, -0.072)
H (0.228, -0.111, 0.469)
O (-0.452, -3.219, 0.276)
H (-1.293, -3.448, 0.613)
H (-0.807, -2.515, -0.349)
O (2.235, -3.006, 0.611)
H (2.449, -2.089, 0.524)
H (1.275, -2.945, 0.642)
O (1.486, -1.939, -2.086)
H (0.560, -2.073, -2.330)
H (1.876, -2.810, -1.889)
O (-0.862, 0.327, 2.562)
H (-1.803, 0.046, 2.454)
H (-0.682, 0.217, 3.515)
O (-0.095, 0.789, -2.868)
H (-0.870, 0.632, -3.421)
H (-0.235, 0.301, -2.038)
O (1.945, -0.896, 2.819)
H (2.485, -1.220, 3.540)
H (2.553, -0.491, 2.267)
O (-2.935, 0.776, -0.045)
H (-3.202, 0.319, -0.809)
H (-3.838, 1.156, 0.151)

Calculated values
* molecular weight: 288.2 g mol⁻¹
* E_LUMO: -0.0217 Eh
* F_max: 3.22 eV/Å
* gap between HOMO and LUMO: 0.323 Ha
* energy relative to the best compared isomer or geometry (same formula, charge and spin): 571.4 kJ/mol
* E_HOMO: -9.38 eV

Results of the natural (NBO) charge analysis, in e, for atoms 1 through 8: atom 1 (O): -0.95, atom 2 (H): 0.47, atom 3 (H): 0.46, atom 4 (O): -0.95, atom 5 (H): 0.50, atom 6 (H): 0.49, atom 7 (O): -0.99, atom 8 (H): 0.52



Molecular formula: H32O16
Method: DFT, ωB97M-V/def2-TZVPD

Cartesian coordinates (Å):
O (-1.228, 6.643, 2.225)
H (-0.598, 6.772, 2.902)
H (-0.685, 6.247, 1.502)
O (-3.712, 5.394, 4.250)
H (-4.094, 5.578, 5.118)
H (-2.770, 5.467, 4.508)
O (-2.058, 7.080, 8.292)
H (-2.177, 7.485, 9.174)
H (-2.877, 7.177, 7.806)
O (1.124, 9.093, 5.847)
H (1.962, 8.717, 5.631)
H (1.159, 10.048, 5.870)
O (-1.224, 6.242, 5.475)
H (-1.805, 6.278, 6.195)
H (-1.023, 7.166, 5.288)
O (-4.037, 3.821, 6.655)
H (-4.555, 3.482, 5.935)
H (-3.172, 3.855, 6.300)
O (1.248, 5.288, 6.528)
H (0.527, 5.555, 5.965)
H (1.079, 4.422, 6.912)
O (-1.458, 3.457, 6.614)
H (-1.418, 3.637, 7.595)
H (-0.958, 2.702, 6.430)
O (-1.263, 8.648, 4.408)
H (-0.394, 9.003, 4.714)
H (-1.903, 9.318, 4.599)
O (-4.212, 8.647, 4.441)
H (-3.532, 8.102, 4.830)
H (-4.106, 9.434, 5.042)
O (0.648, 7.212, 8.350)
H (-0.278, 7.210, 8.222)
H (0.947, 6.659, 7.585)
O (-4.186, 6.737, 6.574)
H (-4.892, 7.373, 6.635)
H (-4.508, 6.041, 7.061)
O (-0.885, 4.571, 9.071)
H (-1.317, 5.310, 8.705)
H (-1.330, 4.253, 9.860)
O (-1.128, 9.563, 7.734)
H (-1.551, 8.734, 7.842)
H (-0.261, 9.383, 7.502)
O (1.107, 6.978, 3.776)
H (1.651, 7.763, 3.698)
H (1.678, 6.207, 3.662)
O (-0.895, 4.012, 3.474)
H (-1.240, 4.044, 2.567)
H (-1.011, 4.946, 3.785)

Calculated values
* molecular weight: 288.2 g mol⁻¹
* E_LUMO: -0.0068 Eh
* F_max: 4.04 eV/Å
* gap between HOMO and LUMO: 0.361 Ha
* energy relative to the best compared isomer or geometry (same formula, charge and spin): 503.5 kJ/mol
* E_HOMO: -9.99 eV

Results of the natural (NBO) charge analysis, in e, for atoms 1 through 8: atom 1 (O): -0.94, atom 2 (H): 0.48, atom 3 (H): 0.45, atom 4 (O): -0.96, atom 5 (H): 0.46, atom 6 (H): 0.47, atom 7 (O): -1.00, atom 8 (H): 0.51



- molecular weight of number 4 (H32O16)?
  288.2 g mol⁻¹



- molecular weight of number 3 (H32O16)?
  288.2 g mol⁻¹



- Among the records above, which one has the highest F_max?
  H31O15